one.
# CH3NO2S2

A single CH3NO2S2 molecule (wB97M-V/def2-TZVPD, the Open Molecules 2025 dataset).

**Structure (SMILES)**: N[S@@](=O)(=S)C=O
**HOMO level**: -9.37 eV
**LUMO**: -0.564 eV

Cartesian coordinates (Å):
N: -0.3728 1.2020 -0.4867
S: 0.5514 -0.0635 -0.0442
O: 0.7020 -1.0012 -1.1879
S: 2.1770 0.7260 0.6783
C: -0.6681 -1.1949 0.7529
O: -0.4635 -2.0479 1.5163
H: -0.4774 1.7258 0.3027
H: -0.1930 1.8006 -1.3432
H: -1.2556 -1.1470 -0.1882

two.
# CH3NO2S2

2 unconnected molecules or ions with the total composition CH3NO2S2 (wB97M-V/def2-TZVPD, the Open Molecules 2025 dataset).

**HOMO level**: -8.71 eV
**LUMO**: -1.286 eV

Cartesian coordinates (Å):
C: 0.4703 0.6449 -0.8457
N: -0.7623 0.5402 -0.5460
O: -1.1633 0.7837 0.6207
O: -1.5628 -0.0095 -1.4760
S: 1.3742 -1.4077 1.9064
S: 1.9163 0.9576 -1.2323
H: 0.2939 -0.5626 1.8200
H: -2.4030 -0.0296 -0.9123
H: 1.8367 -0.9169 0.6652

three.
# CH3NO2S2

2 unconnected molecules or ions with the total composition CH3NO2S2 (wB97M-V/def2-TZVPD, the Open Molecules 2025 dataset).

**HOMO level**: -9.44 eV
**LUMO**: -1.194 eV

Cartesian coordinates (Å):
C: 1.2205 -0.0494 0.6176
N: -0.9590 0.6273 -0.7319
O: -1.1076 -1.0534 1.1465
O: -0.2635 -1.7996 -1.0119
S: 2.7264 -0.2385 0.1976
S: -0.3607 -0.7777 -0.0237
H: 0.9069 1.1246 1.6358
H: -1.7202 1.0280 -0.3368
H: -0.4428 1.1386 -1.4931

Short version: two is the least stable of them.

one.
# CH3NS2

A single CH3NS2 molecule (wB97M-V/def2-TZVPD, the Open Molecules 2025 dataset).

**Structure (SMILES)**: S=CNS
**HOMO level**: -8.88 eV
**LUMO**: -0.050 eV

Cartesian coordinates (Å):
S: 0.4012 -2.1442 1.3893
C: 0.1485 -1.0876 0.1168
N: 0.1584 0.3119 0.1810
S: 0.2332 1.3141 -1.1212
H: -0.3702 -1.4924 -0.7582
H: 0.4010 0.7592 0.9912
H: -0.9720 2.3391 -0.7989

two.
# CH3NS2

A single CH3NS2 molecule (wB97M-V/def2-TZVPD, the Open Molecules 2025 dataset).

**Structure (SMILES)**: S=CNS
**HOMO level**: -8.90 eV
**LUMO**: -0.219 eV

Cartesian coordinates (Å):
S: -1.3506 -1.1769 1.1577
C: -0.5761 0.0933 0.4430
N: 0.7287 0.0707 -0.0083
S: 1.1103 0.9242 -1.3333
H: -1.0888 1.2211 0.3160
H: 1.6707 -0.3991 0.5460
H: 1.6181 2.1669 -0.6531

three.
# CH3NS2

A single CH3NS2 molecule (wB97M-V/def2-TZVPD, the Open Molecules 2025 dataset).

**Structure (SMILES)**: S=CNS
**HOMO level**: -8.67 eV
**LUMO**: 0.084 eV

Cartesian coordinates (Å):
S: 2.1060 -0.0175 0.0650
C: 0.6094 -0.2664 -0.1733
N: -0.4643 0.5543 -0.0058
S: -2.0391 -0.0879 -0.0270
H: 0.5915 -1.1330 -0.7249
H: -0.3424 1.5142 0.0299
H: -1.7262 -0.9768 1.1681

Short version: two is the least stable of them.

one.
# C6H6O2

A single C6H6O2 molecule (wB97M-V/def2-TZVPD, the Open Molecules 2025 dataset).

**Structure (SMILES)**: C1=C[C@H]2O[C@@H]2[C@H]2O[C@H]12
**HOMO level**: -8.61 eV
**LUMO**: 0.209 eV

Cartesian coordinates (Å):
C: -0.7196 1.4928 -0.0480
C: 0.7260 1.4878 0.0135
C: 1.2797 0.1935 -0.3546
O: 2.1953 -0.8487 0.0876
C: 0.6531 -0.8131 0.4263
C: -0.6962 -0.8538 -0.3536
O: -2.0979 -0.7919 -0.1688
C: -1.4059 0.1834 0.4134
H: -0.7823 2.6215 -0.3647
H: 1.3573 2.3441 0.1879
H: 0.8829 -0.0817 -1.4578
H: 0.6627 -0.6589 1.5019
H: -0.4236 -1.1411 -1.4139
H: -1.4996 -0.1035 1.6143

two.
# C6H6O2

A single C6H6O2 molecule (wB97M-V/def2-TZVPD, the Open Molecules 2025 dataset).

**Structure (SMILES)**: C1=C[C@@H]2C=C[C@H](O1)O2
**HOMO level**: -8.78 eV
**LUMO**: 0.849 eV

Cartesian coordinates (Å):
C: 0.6460 1.2130 -0.7835
C: 1.5139 0.2834 -0.3888
C: 0.9146 -0.6426 0.7158
C: 0.0253 -1.7009 -0.0149
C: -1.0722 -0.9717 -0.4903
C: -1.1024 0.2721 0.2358
O: -0.6748 1.3825 -0.5626
O: -0.1742 0.0589 1.2948
H: 0.8153 2.0836 -1.5032
H: 2.5002 0.2294 -0.7814
H: 1.6435 -1.0480 1.4985
H: 0.3796 -2.6759 -0.2681
H: -1.9476 -1.2924 -1.0896
H: -2.1509 0.4522 0.6419

Short version: one is the least stable of them.

one.
# C6H6O2

A single C6H6O2 molecule (wB97M-V/def2-TZVPD, the Open Molecules 2025 dataset).

**Structure (SMILES)**: C[C@@]12C3=CO[C@@H]1[C@]32O
**HOMO level**: -8.09 eV
**LUMO**: 0.179 eV

Cartesian coordinates (Å):
C: 1.3107 0.9816 -1.1057
C: 0.3540 0.3481 -0.2304
C: -0.4594 -1.2040 -0.4513
C: -0.0661 -1.8273 0.7226
O: 0.2047 -1.0202 1.7441
C: -0.0329 0.2318 1.2182
C: -1.1203 0.0665 -0.0291
O: -2.2684 0.7100 -0.4237
H: 0.7403 1.7384 -1.6316
H: 1.7610 0.2178 -1.7954
H: 2.0827 1.4960 -0.5380
H: 0.1611 -2.9588 0.7372
H: 0.3419 0.9074 1.8984
H: -3.0091 0.3127 -0.1155

two.
# C6H6O2

A single C6H6O2 molecule (wB97M-V/def2-TZVPD, the Open Molecules 2025 dataset).

**Structure (SMILES)**: CC1=CO[C@H]2C(O)=C12
**HOMO level**: -8.35 eV
**LUMO**: 0.760 eV

Cartesian coordinates (Å):
C: -1.6409 -0.8043 0.1140
C: -0.4407 -0.0096 0.3002
C: -0.0891 0.8877 1.2434
O: 1.2343 1.4622 1.1505
C: 1.7783 1.2944 -0.1104
C: 2.4692 0.0023 -0.7487
O: 3.4656 -0.9404 -0.6513
C: 1.0949 0.0461 -0.6206
H: -2.4962 -0.2575 -0.3580
H: -2.0148 -1.1346 1.1295
H: -1.4666 -1.5943 -0.5882
H: -0.5699 1.2511 2.1156
H: 1.8094 2.2983 -0.5026
H: 4.3645 -0.5325 -0.5054

three.
# C6H6O2

A single C6H6O2 molecule (wB97M-V/def2-TZVPD, the Open Molecules 2025 dataset).

**Structure (SMILES)**: C[C@@]12C3=CO[C@@H]1[C@]32O
**HOMO level**: -8.29 eV
**LUMO**: 0.177 eV

Cartesian coordinates (Å):
C: 0.1474 -0.6590 -1.2874
C: 0.0856 -0.2308 0.1278
C: -1.1497 0.3567 0.9256
C: -1.1651 -0.4088 2.0974
O: -0.0097 -0.9446 2.4577
C: 0.8574 -0.4965 1.4510
C: 0.4186 0.8336 0.9833
O: 0.8787 2.3715 0.8635
H: -0.2553 0.1321 -1.9235
H: -0.4436 -1.5627 -1.4403
H: 1.1823 -0.8555 -1.5744
H: -1.9977 -0.5740 2.7639
H: 1.8688 -0.8588 1.5469
H: 0.5849 2.6186 -0.0158

four.
# C6H6O2

A single C6H6O2 molecule (wB97M-V/def2-TZVPD, the Open Molecules 2025 dataset).

**Structure (SMILES)**: C=C1OCC=C1C=O
**HOMO level**: -8.76 eV
**LUMO**: 0.113 eV

Cartesian coordinates (Å):
C: 0.9729 -2.0579 0.3089
C: 0.4314 -1.0191 -0.3861
O: -0.2426 -0.7404 -1.4260
C: -1.0948 0.5350 -1.4790
C: -0.6095 1.2054 -0.2597
C: 0.3392 0.4549 0.2283
C: 0.8045 0.9406 1.5291
O: 1.7078 0.5331 2.2512
H: 0.6066 -3.2197 0.0956
H: 1.0685 -2.0021 1.4131
H: -1.0321 0.8858 -2.5869
H: -2.1922 0.4380 -1.0986
H: -1.1147 2.1898 -0.2507
H: 0.3550 1.8566 1.6607

Short version: one is the least stable of them.

one.
# C3H9IN3

2 unconnected molecules or ions with the total composition C3H9IN3 (wB97M-V/def2-TZVPD, the Open Molecules 2025 dataset).

**Charge**: +1
**HOMO level**: -13.42 eV
**LUMO**: -5.643 eV

Cartesian coordinates (Å):
C: 0.2041 0.7844 -0.7182
C: -1.7934 -0.7759 -0.0577
C: -0.9562 0.5101 0.0128
N: 0.6202 2.0505 -0.5682
N: 1.6241 2.4615 -1.2598
N: 0.6789 -1.2219 1.5900
I: -1.8013 1.9432 1.2670
H: 0.7291 -0.0783 -1.1473
H: -2.1302 -0.9636 0.9376
H: -1.1377 -1.5130 -0.3498
H: -2.5224 -0.6100 -0.9317
H: 2.1534 1.9841 -1.9432
H: 1.9763 3.4989 -1.1323
H: -0.2187 -1.5211 2.0642
H: 0.8811 -2.0838 1.0198
H: 1.3707 -0.9301 2.3347

two.
# C3H9IN3

2 unconnected molecules or ions with the total composition C3H9IN3 (wB97M-V/def2-TZVPD, the Open Molecules 2025 dataset).

**Charge**: +1
**HOMO level (alpha / beta)**: -13.01 / -13.08 eV
**LUMO (alpha / beta)**: -5.305 / -5.308 eV

Cartesian coordinates (Å):
C: 0.0754 0.0025 -0.0818
C: 0.2218 2.4924 -0.3910
C: 1.0515 -2.1280 0.4215
N: -0.3580 1.1813 -0.2791
N: -1.7676 -1.3098 0.0534
N: 1.1204 -0.7103 0.0566
I: -3.3757 -0.2307 -0.4168
H: 1.1908 2.5459 -0.8111
H: -0.2122 3.1685 -1.1245
H: 0.1426 3.0388 0.5259
H: 0.7344 -2.1759 1.3769
H: 1.9609 -2.6632 0.2609
H: 0.1919 -2.5773 -0.0666
H: -1.3723 1.2698 -0.4434
H: -1.7519 -1.6204 1.0200
H: 2.1479 -0.2836 -0.1009

three.
# C3H9IN3

A gas-phase ion, C3H9IN3 (charge +1) (wB97M-V/def2-TZVPD, the Open Molecules 2025 dataset).

**Structure (SMILES)**: C[C@]([NH3+])(I)/C=N/N
**Charge**: +1
**HOMO level**: -13.10 eV
**LUMO**: -4.205 eV

Cartesian coordinates (Å):
C: 0.4547 -1.7052 0.8488
C: 0.7784 -0.4461 0.0435
N: 0.3846 -0.5512 -1.4262
I: 3.0221 -0.0406 -0.0047
C: 0.0478 0.7036 0.5625
N: -0.8747 1.2174 -0.1768
N: -1.6711 2.1148 0.2213
H: 0.8149 -2.6200 0.3614
H: -0.6425 -1.8493 0.5884
H: 0.3295 -1.5367 1.9510
H: -0.4151 0.2568 -1.2654
H: 1.3337 -0.2718 -1.9565
H: 0.0476 -1.4933 -1.7696
H: 0.4119 1.1489 1.4162
H: -1.9200 2.4628 1.1311
H: -2.1017 2.6099 -0.5250

Short version: two is the least stable of them.